The following is a quantum chemistry calculation of a molecular structure, C27H37IN3OPRuSSi2Te, from the OMol25 dataset.

Energy above the lowest of the compared OMol25 structures with the same formula, charge and spin: 1.252 eV
Lowest unoccupied orbital energy (spin up / spin down): 2.32 / 2.18 eV
Orbital gap (spin up / spin down): 6.29 / 6.33 eV
Energy: -88977.63537 eV
Expectation value of S²: 0.76
Multiplicity: 2
Total charge: -1

Element x y z (Å)
Ru (0.3211, 0.7798, 0.1674)
C (0.1767, 4.3889, 1.0139)
Si (-0.0155, 3.1110, -0.3824)
C (-1.7282, 3.4220, -1.2035)
C (1.1406, 3.7926, -1.7278)
C (1.2426, 5.1394, -2.0949)
C (2.0510, 5.5284, -3.1498)
C (2.7710, 4.5709, -3.8615)
C (2.6679, 3.2355, -3.5121)
C (1.8534, 2.8360, -2.4468)
Si (1.6046, 1.0496, -1.8883)
C (3.3847, 0.4229, -1.7844)
C (0.6941, 0.1955, -3.3211)
H (0.3425, 5.3737, 0.5676)
H (1.0396, 4.1536, 1.6365)
H (-0.6947, 4.4738, 1.6604)
H (-2.2869, 4.2157, -0.6999)
H (-2.3580, 2.5291, -1.2356)
H (-1.5615, 3.7393, -2.2354)
H (0.6830, 5.8978, -1.5554)
H (2.1263, 6.5752, -3.4227)
H (3.4091, 4.8743, -4.6841)
H (3.2325, 2.4953, -4.0720)
H (3.8283, 0.3776, -2.7857)
H (3.4797, -0.5538, -1.3181)
H (3.9554, 1.1390, -1.1908)
H (0.9901, 0.6366, -4.2779)
H (-0.3880, 0.3157, -3.2174)
H (0.8984, -0.8763, -3.3364)
Te (0.7247, -2.0233, -0.1587)
C (2.4930, -2.8964, -0.8951)
C (3.0445, -2.9635, -2.1428)
C (4.2367, -3.7382, -2.2015)
C (4.5874, -4.2623, -0.9948)
S (3.4568, -3.8021, 0.2090)
H (2.6102, -2.4687, -2.9996)
H (4.8060, -3.8963, -3.1074)
H (5.4343, -4.8874, -0.7615)
I (2.3789, 1.4203, 1.6287)
C (-2.6549, 2.5195, 1.8529)
P (-1.5809, 1.0442, 1.6340)
C (-1.3745, 0.6844, 3.4023)
C (-2.8473, -0.0118, 0.8339)
C (-4.2000, -0.0924, 1.1493)
C (-5.0845, -0.6853, 0.2630)
C (-4.6361, -1.1862, -0.9577)
C (-3.2890, -1.1273, -1.2786)
C (-2.4122, -0.5446, -0.3758)
H (-3.0540, 2.8743, 0.9085)
H (-2.1078, 3.3175, 2.3470)
H (-3.4854, 2.2344, 2.5011)
H (-2.3264, 0.6560, 3.9323)
H (-0.7777, 1.5328, 3.7547)
H (-0.8216, -0.2354, 3.5573)
H (-4.5668, 0.2996, 2.0903)
H (-6.1353, -0.7533, 0.5178)
H (-5.3404, -1.6361, -1.6471)
H (-2.9118, -1.5465, -2.2028)
H (-1.3302, -0.6312, -0.5132)
C (-2.5744, -4.8676, 2.2688)
N (-1.3108, -4.2671, 2.6537)
C (-0.1404, -4.9369, 2.5502)
C (1.0403, -4.3486, 2.8221)
C (0.9793, -2.9603, 3.1789)
N (-0.1512, -2.3137, 3.3084)
C (-1.3396, -2.9073, 3.0387)
O (-2.4241, -2.3429, 3.0853)
N (2.1230, -2.2728, 3.3712)
H (-2.4114, -5.9218, 2.0511)
H (-2.9763, -4.3663, 1.3882)
H (-3.2981, -4.7604, 3.0746)
H (-0.2109, -5.9624, 2.2117)
H (1.9762, -4.8670, 2.6856)
H (2.9719, -2.6732, 3.0111)
H (2.0511, -1.2654, 3.3133)

Mulliken population analysis, charges in e, atoms 1 to 4: -0.197, -1.335, 1.301, -1.638